# C41H73I2NO12

4 unconnected molecules or ions with the total composition C41H73I2NO12 (ωB97M-V with the def2-TZVPD basis set, the OMol25 dataset).

Element x y z (Å)
C: -4.087944 1.019026 0.327924
C: -3.395187 0.378905 -0.859372
O: -2.211052 1.024715 -1.282435
C: -2.344203 2.379144 -1.641941
C: -1.741317 3.325307 -0.633095
C: -1.115888 2.772127 0.494741
C: -0.545019 3.586995 1.474094
C: -0.555813 4.983500 1.335042
C: -1.126372 5.568625 0.170072
C: -0.982759 7.053137 -0.086775
C: -2.030286 7.976015 0.582831
C: -3.165457 7.301140 1.307175
I: -2.891881 9.270921 -0.937375
C: -1.752427 4.732829 -0.802508
C: -2.370973 5.385731 -2.008589
I: -0.927199 5.308770 -3.623981
C: -3.731368 4.927862 -2.529011
C: -4.754992 4.634943 -1.431542
C: 0.059046 5.780109 2.415249
O: -0.093342 6.969171 2.527432
C: 0.896737 5.084671 3.423223
C: 1.715553 5.942433 4.329818
C: 3.165027 6.079324 3.847039
C: 4.135426 6.501990 4.951489
C: 4.289916 8.013318 5.120157
N: 3.461665 8.558283 6.220663
C: 0.897598 3.754520 3.518326
C: 0.096626 2.922994 2.632112
O: -0.021162 1.741934 2.829226
H: -3.397775 1.448473 1.041886
H: -4.791479 1.780513 0.006977
H: -4.674905 0.269627 0.847527
H: -4.109039 0.262657 -1.675580
H: -3.089793 -0.620060 -0.571143
H: -3.389368 2.606089 -1.818632
H: -1.832475 2.512044 -2.592924
H: -1.071141 1.708643 0.627997
H: -0.938713 7.240025 -1.143704
H: -0.014911 7.358000 0.285659
H: -1.517854 8.662240 1.231959
H: -2.773718 6.627835 2.062382
H: -3.790017 6.751638 0.614952
H: -3.779853 8.043944 1.798443
H: -2.452940 6.439183 -1.831199
H: -3.627328 4.098858 -3.214150
H: -4.097842 5.744920 -3.140057
H: -4.305309 4.524800 -0.451766
H: -5.321750 3.739690 -1.654050
H: -5.475451 5.441871 -1.362672
H: 1.250248 6.916277 4.412692
H: 1.702403 5.490960 5.316631
H: 3.197103 6.797221 3.035763
H: 3.477487 5.116825 3.454089
H: 3.806185 6.078604 5.894397
H: 5.109690 6.093219 4.712551
H: 4.043629 8.507029 4.185903
H: 5.330361 8.224796 5.343948
H: 2.935768 9.358617 5.901481
H: 2.780161 7.866520 6.500764
H: 1.469802 3.230483 4.264392
C: -6.751652 -6.935910 0.450966
O: -5.626958 -6.121991 0.691032
C: -5.246819 -5.331729 -0.421438
C: -4.652398 -4.007094 -0.001536
O: -5.589685 -3.054519 0.483997
C: -6.176875 -3.267179 1.758756
C: -5.254456 -3.039310 2.935042
O: -4.305826 -4.079947 3.081318
C: -3.053657 -3.642719 3.559315
H: -6.515696 -7.758870 -0.233444
H: -7.061487 -7.353030 1.407538
H: -7.583349 -6.354270 0.037226
H: -6.107051 -5.147928 -1.075087
H: -4.486569 -5.877560 -0.996851
H: -4.235109 -3.548343 -0.901372
H: -3.829242 -4.148521 0.700349
H: -6.658888 -4.243632 1.822318
H: -6.961752 -2.509614 1.825162
H: -5.868743 -2.989830 3.844702
H: -4.748461 -2.074643 2.810604
H: -2.669016 -2.806270 2.964341
H: -2.362103 -4.478824 3.471566
H: -3.107263 -3.337137 4.610234
C: 4.145957 -0.088571 -4.252167
O: 3.334637 0.134101 -3.123041
C: 1.944880 0.090485 -3.399918
C: 1.151102 -0.450167 -2.234488
O: 1.260207 -1.849497 -2.037381
C: 2.448159 -2.373629 -1.477663
C: 2.617421 -2.125801 0.003584
O: 2.958585 -0.778698 0.279409
C: 2.396085 -0.272406 1.471709
H: 4.113598 0.759407 -4.946708
H: 5.168196 -0.214648 -3.899419
H: 3.846286 -0.998348 -4.784933
H: 1.749790 -0.527202 -4.284426
H: 1.592604 1.111295 -3.607999
H: 0.098635 -0.291372 -2.464418
H: 1.372297 0.105506 -1.320872
H: 3.331402 -2.051025 -2.032631
H: 2.356858 -3.454102 -1.609609
H: 3.425795 -2.775366 0.367296
H: 1.692072 -2.402062 0.522361
H: 1.314200 -0.438762 1.514137
H: 2.577717 0.801212 1.491313
H: 2.863925 -0.726156 2.353223
C: 8.034636 -7.926230 -2.747543
O: 6.789505 -7.734601 -3.378102
C: 6.320126 -8.875398 -4.074630
C: 4.812315 -8.969534 -4.047916
O: 4.260698 -9.374726 -2.807164
C: 4.224894 -8.450732 -1.733718
C: 3.162246 -7.382718 -1.848978
O: 3.494550 -6.411340 -2.824810
C: 2.378682 -5.894558 -3.514500
H: 8.850542 -7.992000 -3.476660
H: 8.208685 -7.066496 -2.102858
H: 8.033252 -8.831609 -2.130067
H: 6.744537 -9.790121 -3.645431
H: 6.639553 -8.806903 -5.123717
H: 4.535191 -9.767524 -4.740866
H: 4.358923 -8.044649 -4.409728
H: 5.204846 -8.005329 -1.551581
H: 3.969102 -9.056395 -0.861138
H: 3.067960 -6.887190 -0.872516
H: 2.203042 -7.855577 -2.088020
H: 1.750294 -6.697589 -3.916340
H: 2.753992 -5.299103 -4.344966
H: 1.770947 -5.254983 -2.865356

Cartesian forces, eV/Å:
-0.3703 0.0898 -0.1072
-0.0401 -0.2590 0.4542
0.2801 0.0185 -0.0598
-0.0206 -0.2524 -0.0881
0.3430 0.2428 0.8263
-0.1195 1.0225 -0.1183
-0.5292 0.0903 -0.9744
-0.4212 -0.3993 -0.9299
-0.0347 -0.6596 0.1061
-0.0099 -0.0764 0.4077
0.0563 -0.1151 -0.4851
0.0683 0.1204 -0.0108
-0.0099 0.0786 0.0341
0.3842 -0.2385 0.6501
0.0909 -0.3061 0.0455
0.0419 0.0796 -0.0750
0.0303 0.0495 -0.0321
-0.1675 0.2626 -0.0873
0.0694 -0.5779 -0.2313
-0.2777 1.1541 -0.0029
0.2917 -0.2756 0.3132
0.0151 0.0191 0.0966
-0.2124 -0.1554 0.3900
-0.0980 0.4450 -0.4951
-0.2324 -0.0339 0.5777
0.0233 -0.2100 -0.3112
0.0583 0.4504 0.0219
-0.0408 0.5024 -0.1929
-0.0816 -1.0725 0.1412
0.2279 0.0493 0.1079
-0.0266 0.3246 0.0411
-0.1201 -0.2144 0.0690
-0.0150 0.1038 -0.2950
0.2268 -0.2089 -0.0823
-0.1952 0.0902 0.0594
0.1340 0.0898 -0.2220
-0.0203 -0.2468 -0.0508
0.0195 -0.0356 -0.3955
0.2214 0.0713 0.1095
0.0878 0.2327 0.2033
0.0605 -0.1774 0.1357
-0.1719 -0.2716 -0.0923
-0.1854 0.1339 0.1191
-0.0192 0.4061 0.0841
0.0380 -0.2945 -0.0404
-0.0507 0.1533 -0.2040
0.1286 -0.1467 0.1903
-0.1071 -0.2515 -0.0041
-0.1164 0.1942 0.0962
-0.0771 0.2315 0.0482
0.0936 -0.1416 0.2243
0.0960 0.0832 -0.3279
0.0796 -0.1818 -0.1282
0.1491 -0.2380 0.2949
0.2223 -0.1852 0.0575
0.0498 0.1175 -0.2802
0.2027 0.1642 0.0135
-0.0174 0.1326 0.0586
-0.0884 0.0001 0.0803
0.1248 -0.0963 0.2510
0.1009 -0.0459 0.0094
-0.1501 0.2626 0.0930
0.0841 -0.2098 0.0200
0.0522 0.1174 0.0255
0.0467 0.0085 -0.0432
-0.0891 0.0292 -0.0300
0.0376 -0.0752 0.1666
0.0522 0.0438 -0.2916
-0.0575 -0.0582 0.0579
-0.0385 0.0148 -0.0379
0.0359 -0.0281 -0.0013
0.0020 -0.0111 -0.0254
-0.0318 0.0213 0.0132
-0.0421 0.0510 -0.1210
-0.0180 0.0074 -0.0023
-0.0723 -0.1319 0.1149
0.1380 -0.1074 0.0229
-0.0115 -0.0087 0.0015
-0.0118 0.1235 -0.0084
0.0196 0.0101 -0.0261
-0.0064 0.0158 0.0177
-0.0221 -0.0178 0.0315
0.0163 0.0496 -0.0033
-0.0037 0.0989 0.0378
-0.0488 -0.2892 0.0882
0.1150 0.1865 -0.0502
-0.0291 0.0685 0.1012
-0.1435 -0.0719 -0.0554
0.1140 -0.0711 -0.0617
0.1591 0.0727 0.1551
-0.2331 0.1321 -0.1568
0.1122 -0.1000 -0.0308
-0.0185 -0.0340 -0.0390
0.0018 0.0436 0.0063
-0.0096 0.0145 -0.0203
0.0130 -0.0338 0.0035
-0.0706 -0.0497 -0.0776
-0.1230 0.0667 0.0023
0.1552 -0.0183 -0.0092
0.0237 0.1453 0.0786
0.0547 -0.0178 0.0200
-0.0844 -0.0924 0.0324
-0.0278 0.0193 -0.0129
0.0154 -0.0141 -0.0002
0.0448 -0.0174 -0.0147
-0.0641 0.0032 0.0440
0.0003 0.0627 -0.0831
-0.1779 -0.0949 0.2333
0.1365 0.1221 -0.0805
-0.0860 0.0122 -0.0819
-0.0372 -0.0919 0.0083
0.0901 -0.0145 0.0860
-0.0224 0.1859 0.0386
0.0638 -0.2242 -0.2044
0.0468 0.0536 0.0899
0.0139 -0.0490 0.0168
0.0106 0.0251 -0.0363
0.0142 -0.0117 -0.0191
-0.0068 -0.0047 0.0400
0.0178 -0.1151 -0.0100
-0.0107 0.0171 -0.0220
0.0749 0.0977 0.0999
0.0002 0.0983 -0.1207
0.0190 0.0059 0.0186
-0.0877 -0.0718 0.0323
-0.0022 -0.0151 -0.0328
-0.0091 0.0011 0.0263
0.0151 0.0453 0.0390
-0.0893 -0.0188 -0.0475

Results
HOMO level ... -8.97 eV
Calculated total energy ... -3158.85296 a.u.
Multiplicity ... 1
SMILES string ... CCOCc1cc2c(c(C[C@H](C)I)c1[C@@H](I)CC)C(=O)C(CCCCN)=CC2=O.COCCOCCOC.COCCOCCOC.COCCOCCOC

Löwdin population analysis, charges in e, atoms 1 to 6: atom 1 (C): -0.052, atom 2 (C): -0.243, atom 3 (O): -0.149, atom 4 (C): -0.168, atom 5 (C): -0.094, atom 6 (C): 0.069